1.
77
Properties=species:S:1:pos:R:3:forces:R:3 method="wB97M-V/def2-TZVPD" smiles="O=C(C1=C[C@H](c2ccc3c(c2)OCO3)C[C@H](OCc2ccc(CO)cc2)O1)N1CCN(Cc2ccc3c(c2)OCO3)CC1" homo_lumo_gap_ev=8.33 e_above_lowest_kj_mol=288.6 max_force_ev_per_a=1.38 energy_ha=-1989.3044
O -2.302 -2.879 2.228 0.16 -0.02 0.01
C -2.640 -2.617 1.081 -0.07 -0.14 0.28
C -1.684 -2.933 -0.028 0.57 -0.36 -0.09
C -0.682 -3.784 0.202 -0.28 0.01 -0.17
C 0.435 -4.005 -0.767 -0.09 0.09 -0.27
C 1.678 -3.228 -0.352 0.29 -0.21 0.12
C 2.825 -3.308 -1.128 -0.17 -0.09 0.08
C 3.981 -2.594 -0.822 0.21 0.24 0.20
C 3.956 -1.814 0.306 -0.53 -0.07 0.27
C 2.818 -1.750 1.109 0.45 -0.17 -0.38
C 1.672 -2.437 0.801 0.28 0.10 0.18
O 3.063 -0.930 2.179 -0.43 -0.13 -0.14
C 4.423 -0.569 2.081 0.66 0.41 0.90
O 4.939 -1.023 0.846 0.00 -0.10 -0.47
C -0.059 -3.589 -2.162 -0.12 0.30 0.24
C -0.709 -2.211 -2.059 0.16 -0.19 -0.94
O 0.283 -1.331 -1.647 -0.16 -0.13 0.01
C -0.113 0.012 -1.435 -0.15 0.14 0.08
C 1.108 0.737 -0.949 -0.18 -0.02 0.04
C 1.202 1.197 0.354 -0.07 -0.07 -0.22
C 2.353 1.828 0.793 0.23 0.07 -0.01
C 3.433 1.995 -0.059 -0.03 0.04 0.21
C 4.709 2.669 0.390 0.15 -0.01 -0.35
O 4.687 3.145 1.712 -0.12 0.12 0.31
C 3.346 1.514 -1.361 -0.05 -0.02 -0.02
C 2.195 0.892 -1.801 0.05 0.04 0.02
O -1.824 -2.217 -1.197 -0.10 0.02 0.41
N -3.833 -2.033 0.825 -0.18 0.04 0.03
C -4.399 -1.656 -0.446 0.04 0.21 -0.60
C -4.209 -0.153 -0.662 -0.12 -0.27 -0.02
N -4.825 0.579 0.430 -0.09 -0.04 -0.01
C -4.804 2.023 0.234 0.03 -0.03 0.02
C -3.423 2.639 0.184 -0.06 0.03 0.14
C -2.807 3.079 1.348 -0.15 -0.04 -0.12
C -1.524 3.622 1.351 0.35 0.10 -0.18
C -0.877 3.706 0.143 -0.27 -0.10 -0.39
C -1.481 3.257 -1.032 0.17 0.18 0.43
C -2.746 2.726 -1.038 0.30 0.14 -0.08
O -0.627 3.460 -2.085 -0.53 -0.32 0.03
C 0.506 4.105 -1.546 1.10 0.47 -0.70
O 0.362 4.214 -0.146 -0.38 -0.05 0.53
C -4.291 0.164 1.716 -0.15 -0.26 0.04
C -4.503 -1.340 1.906 0.15 0.24 0.47
H -0.652 -4.286 1.156 -0.08 0.09 0.16
H 0.695 -5.070 -0.792 -0.07 0.10 0.01
H 2.834 -3.943 -2.001 -0.03 -0.07 -0.13
H 4.861 -2.655 -1.440 0.13 -0.02 -0.08
H 0.802 -2.356 1.430 -0.16 0.03 0.10
H 4.987 -1.041 2.907 -0.17 0.04 -0.23
H 4.526 0.521 2.153 -0.08 -0.15 -0.09
H -0.804 -4.301 -2.521 0.02 0.01 -0.04
H 0.761 -3.531 -2.873 -0.01 -0.03 -0.07
H -1.138 -1.888 -3.028 0.13 -0.05 0.28
H -0.913 0.064 -0.684 0.11 0.03 -0.11
H -0.488 0.445 -2.376 0.00 -0.03 0.10
H 0.374 1.061 1.035 -0.13 -0.04 0.06
H 2.411 2.167 1.817 0.04 0.03 0.08
H 4.949 3.485 -0.310 0.02 -0.18 0.07
H 5.531 1.946 0.350 -0.07 0.08 -0.05
H 3.987 3.804 1.789 0.06 -0.01 0.01
H 4.190 1.627 -2.026 0.10 0.01 -0.11
H 2.133 0.513 -2.810 0.01 -0.06 -0.15
H -3.947 -2.218 -1.257 -0.16 0.05 0.10
H -5.472 -1.878 -0.406 0.08 0.01 -0.04
H -4.694 0.147 -1.593 0.03 0.02 -0.06
H -3.129 0.052 -0.745 -0.07 -0.04 -0.03
H -5.376 2.466 1.053 0.00 0.05 -0.07
H -5.331 2.226 -0.702 -0.02 0.07 0.05
H -3.342 3.015 2.283 -0.09 -0.02 0.10
H -1.061 3.969 2.259 0.07 0.06 0.13
H -3.204 2.404 -1.958 -0.09 -0.06 -0.16
H 1.408 3.522 -1.780 -0.24 0.06 0.12
H 0.594 5.114 -1.983 -0.11 -0.22 0.14
H -4.819 0.711 2.500 0.05 0.03 0.04
H -3.211 0.377 1.805 -0.05 -0.01 0.05
H -4.074 -1.673 2.851 -0.13 0.04 -0.12
H -5.570 -1.576 1.877 0.03 0.01 0.02

=====

2.
85
Properties=species:S:1:pos:R:3:forces:R:3 method="wB97M-V/def2-TZVPD" total_charge=+3 spin_multiplicity=2 homo_lumo_gap_ev="5.29 / 5.54" e_above_lowest_kj_mol=143.4 max_force_ev_per_a=0.54 energy_ha=-5578.0341
Re 0.891 -0.506 -0.958 -0.27 -0.39 0.27
O -4.340 -0.090 -3.146 0.07 0.05 -0.06
C -3.531 -0.857 -3.937 -0.06 -0.03 0.00
C -4.100 -1.378 -5.094 0.05 0.00 0.06
C -3.341 -2.175 -5.928 0.01 -0.01 -0.02
C -2.014 -2.468 -5.625 0.00 0.00 0.01
C -1.446 -1.940 -4.483 0.01 -0.02 -0.01
C -2.194 -1.123 -3.635 -0.07 0.05 0.00
C -1.583 -0.498 -2.417 -0.15 -0.01 0.03
O -0.168 -0.477 -2.471 0.11 0.23 -0.04
N -1.997 -1.185 -1.194 -0.21 -0.03 -0.11
N -0.980 -1.376 -0.234 0.03 -0.10 0.15
C -1.425 -1.961 0.826 -0.07 0.13 -0.03
C -0.742 -2.455 1.993 -0.10 -0.02 0.03
Br 1.049 -3.064 1.829 0.05 0.02 -0.02
C -1.395 -2.730 3.145 0.10 0.04 0.00
C -2.741 -2.350 3.535 -0.04 -0.03 -0.01
C -3.413 -1.214 3.060 0.01 -0.02 0.01
C -4.710 -0.952 3.460 -0.01 -0.01 0.01
C -5.353 -1.812 4.345 -0.02 0.03 -0.01
C -4.688 -2.921 4.851 0.03 -0.01 -0.01
C -3.387 -3.180 4.463 -0.03 0.00 -0.04
H -3.964 0.050 -2.272 -0.03 -0.04 0.05
H -5.134 -1.152 -5.314 0.00 0.01 0.02
H -3.791 -2.579 -6.826 0.01 0.00 0.00
H -1.432 -3.099 -6.283 0.00 0.00 0.00
H -0.409 -2.143 -4.246 0.00 0.00 -0.01
H -1.895 0.554 -2.353 0.07 -0.02 0.01
H -2.466 -2.060 -1.399 0.13 -0.10 -0.10
H -2.498 -2.143 0.852 -0.04 0.02 0.00
H -0.861 -3.330 3.876 0.04 0.04 0.02
H -2.908 -0.498 2.422 0.05 -0.03 -0.04
H -5.222 -0.070 3.100 0.00 0.00 0.01
H -6.366 -1.601 4.658 0.00 0.00 0.00
H -5.182 -3.578 5.554 0.00 0.00 0.00
H -2.868 -4.045 4.857 0.00 0.01 0.01
O 2.475 0.414 -1.822 0.16 0.05 -0.16
N 3.298 -0.368 -2.585 -0.04 0.03 0.02
C 4.111 0.257 -3.458 -0.04 -0.03 0.00
C 4.972 -0.485 -4.225 0.01 -0.02 0.00
C 4.990 -1.873 -4.080 0.01 0.04 -0.02
C 4.149 -2.478 -3.167 -0.05 -0.01 0.04
C 3.284 -1.697 -2.409 0.10 -0.03 0.02
S 2.167 -2.350 -1.211 0.14 0.06 -0.03
H 4.007 1.330 -3.501 0.01 0.00 -0.01
H 5.615 0.018 -4.932 0.00 -0.01 0.00
H 5.659 -2.474 -4.681 0.00 0.00 0.00
H 4.136 -3.550 -3.029 0.02 0.00 0.00
C 2.367 2.480 3.481 0.03 0.03 -0.05
N 3.235 2.576 2.206 0.00 -0.02 0.00
C 4.501 1.718 2.437 -0.02 0.04 -0.01
N 4.138 0.389 2.764 0.05 -0.06 -0.02
C 3.300 0.349 3.963 0.00 0.00 0.00
N 2.071 1.125 3.773 -0.01 -0.03 0.00
C 1.139 0.498 2.840 0.01 0.04 0.01
P 1.930 0.355 1.173 0.15 -0.14 0.00
C 2.471 2.122 0.998 0.06 0.01 0.05
C 3.568 -0.359 1.650 -0.03 0.03 0.07
H 1.469 3.070 3.299 -0.01 -0.01 0.02
H 2.957 2.933 4.277 -0.02 0.00 0.01
H 3.520 3.549 2.073 0.00 0.00 0.00
H 5.039 2.193 3.257 0.00 0.00 0.00
H 5.092 1.771 1.523 0.01 -0.01 0.01
H 3.858 0.769 4.800 -0.01 0.00 0.00
H 3.046 -0.683 4.196 0.00 0.00 0.01
H 0.226 1.093 2.771 0.00 0.02 0.02
H 0.863 -0.491 3.203 0.01 -0.03 0.00
H 1.604 2.772 0.885 -0.02 0.03 0.00
H 3.105 2.228 0.116 -0.01 -0.02 0.00
H 4.234 -0.331 0.785 0.01 0.01 0.00
H 3.431 -1.402 1.934 0.02 0.01 -0.01
F -2.072 5.782 0.436 0.00 0.03 0.01
C -2.488 5.012 -0.576 0.01 -0.07 0.00
F -2.372 5.690 -1.710 -0.01 0.03 -0.01
F -3.768 4.704 -0.376 -0.01 0.03 0.00
C -1.646 3.746 -0.607 -0.01 -0.03 0.04
C -0.613 3.595 -1.516 0.04 -0.01 -0.01
C 0.134 2.432 -1.481 0.05 0.00 0.02
N -0.104 1.447 -0.597 -0.26 0.20 -0.18
C -1.117 1.600 0.275 0.01 0.06 0.02
C -1.903 2.733 0.309 0.04 0.01 -0.02
H -0.397 4.359 -2.251 -0.01 -0.01 0.00
H 0.944 2.259 -2.179 -0.04 0.00 -0.01
H -1.305 0.769 0.941 -0.01 0.03 0.00
H -2.714 2.814 1.020 0.00 0.00 -0.01

=====

3.
80
Properties=species:S:1:pos:R:3:forces:R:3 method="wB97M-V/def2-TZVPD" total_charge=+2 homo_lumo_gap_ev="5.17 / 5.15" max_force_ev_per_a=3.28 energy_ha=-4955.4985
Ce 1.545 1.324 0.524 -1.50 2.68 1.14
C 2.595 -4.080 -1.996 -0.12 0.12 -0.46
C 1.326 -3.802 -2.313 0.56 -0.49 -0.41
C 0.153 -4.566 -1.773 -0.36 0.12 0.19
C 0.169 -4.775 -0.239 -0.30 -0.47 0.22
C 0.740 -3.645 0.567 -0.16 0.05 0.26
C 2.035 -3.534 0.867 -0.41 -0.59 0.15
C 2.985 -4.648 0.512 0.57 0.12 -0.12
C 3.005 -5.098 -0.981 0.50 -0.56 0.09
C 1.069 3.116 2.174 -0.52 0.00 -0.05
H 3.431 -3.656 -2.565 -0.41 0.23 0.16
H 1.090 -3.086 -3.102 0.31 -0.25 -0.03
H 0.122 -5.564 -2.246 -0.08 0.40 0.07
H -0.778 -4.052 -2.065 0.22 -0.18 0.06
H -0.869 -4.955 0.095 0.45 -0.08 -0.13
H 0.748 -5.684 -0.026 -0.39 0.21 0.08
H -0.013 -3.000 1.012 0.47 0.04 0.05
H 2.423 -2.742 1.507 -0.23 0.00 -0.02
H 2.721 -5.542 1.106 0.16 0.40 -0.07
H 4.005 -4.362 0.810 -0.30 -0.11 -0.06
H 4.043 -5.404 -1.205 -0.52 -0.04 0.06
H 2.374 -5.992 -1.084 0.30 0.22 -0.09
H 1.781 3.899 1.875 -0.13 -0.23 0.05
H 1.098 2.973 3.273 0.13 -0.28 -0.65
H 0.052 3.424 1.868 0.53 -0.03 0.41
P -0.928 0.378 1.770 -0.84 -0.69 3.07
P -0.975 1.169 -1.308 -0.20 0.33 -2.05
N 0.022 -0.420 3.069 -0.39 0.09 -0.97
N -2.417 0.683 2.672 0.92 0.13 -0.40
N 0.593 0.516 -1.823 1.98 -0.20 0.26
N -1.495 1.527 -2.939 -0.36 0.54 0.70
C -1.423 -0.906 0.566 -0.04 0.08 0.15
C -1.857 -0.333 -0.793 -0.37 -0.31 -0.06
C 1.297 0.051 3.450 0.02 -0.51 0.07
C 1.781 -0.765 4.461 -0.30 0.14 -0.82
C 0.814 -1.793 4.686 -0.60 0.63 -0.82
C -0.260 -1.553 3.832 1.09 0.34 0.30
C -2.475 1.576 3.759 -0.69 0.05 -0.12
C -3.762 1.578 4.267 1.00 -0.12 -0.46
C -4.537 0.654 3.492 1.01 -0.28 -0.60
C -3.690 0.110 2.540 -0.67 0.14 0.02
C 1.738 1.363 -1.916 -0.82 -0.74 -0.62
C 2.883 0.573 -1.809 -0.24 0.22 -0.48
C 2.455 -0.786 -1.830 0.39 -0.13 0.00
C 1.070 -0.786 -1.737 -0.56 0.05 -0.69
C -1.314 0.824 -4.144 -0.57 0.19 -0.87
C -2.033 1.461 -5.156 0.45 -0.02 1.66
C -2.668 2.612 -4.563 0.42 -0.37 1.12
C -2.332 2.626 -3.219 -0.02 -0.23 -0.94
H -2.220 -1.476 1.046 0.05 -0.26 -0.31
H -0.573 -1.579 0.419 -0.05 0.32 0.17
H -1.793 -1.074 -1.588 -0.18 -0.25 0.02
H -2.909 -0.037 -0.715 0.03 0.19 -0.26
H 1.675 1.011 3.082 -0.27 -0.31 0.54
H 2.729 -0.633 4.972 -0.24 -0.05 -0.08
H 0.907 -2.606 5.394 -0.14 0.16 -0.09
H -1.197 -2.071 3.714 -0.02 -0.05 0.01
H -1.586 2.130 4.030 -0.20 -0.03 0.10
H -4.111 2.165 5.112 0.16 -0.16 -0.27
H -5.589 0.419 3.640 0.39 -0.02 -0.13
H -3.889 -0.628 1.766 -0.06 0.31 0.33
H 1.579 2.418 -2.083 0.14 -0.01 -0.01
H 3.896 0.965 -1.635 -0.42 -0.28 -0.79
H 3.068 -1.666 -2.107 -0.47 0.69 1.01
H 0.363 -1.624 -1.847 0.64 0.55 0.51
H -0.684 -0.055 -4.199 -0.16 0.16 0.07
H -2.128 1.162 -6.193 0.23 -0.05 0.26
H -3.303 3.340 -5.062 0.23 -0.24 0.17
H -2.577 3.304 -2.419 -0.15 0.08 -0.13
Cl -2.431 3.535 0.292 0.58 -0.31 -0.17
C -1.038 4.335 -0.431 -0.28 1.11 -0.46
C 0.215 3.776 -0.513 1.59 -1.50 1.13
C 1.310 4.578 -0.782 -0.89 1.24 -0.52
Cl 2.975 3.980 -0.554 -0.43 -0.34 0.00
C 1.148 5.932 -1.147 -0.38 -0.24 0.34
Cl 2.487 6.970 -1.338 0.15 -0.04 -0.16
C -0.165 6.466 -1.251 0.47 -0.96 0.27
Cl -0.411 8.073 -1.738 0.07 0.16 -0.07
C -1.256 5.668 -0.877 0.50 -0.59 0.23
Cl -2.828 6.315 -0.913 -0.20 0.12 -0.03

=====

4.
81
Properties=species:S:1:pos:R:3:forces:R:3 method="wB97M-V/def2-TZVPD" spin_multiplicity=2 homo_lumo_gap_ev="6.62 / 7.14" e_above_lowest_kj_mol=0.0 max_force_ev_per_a=2.91 energy_ha=-4718.0503
Cu -0.009 -0.424 -0.741 -0.01 0.42 1.18
C -1.203 1.659 -0.824 -1.01 -0.81 -1.06
C -1.477 0.729 -1.799 -0.60 1.14 0.37
C -1.029 0.802 -3.241 -0.25 0.03 -0.29
C 0.290 0.101 -3.596 -0.01 -0.43 -0.16
C 1.299 0.065 -2.478 0.98 1.22 0.01
C 1.608 1.159 -1.708 0.22 -1.12 -0.64
C 0.997 2.513 -1.847 -0.30 0.63 -0.11
C -0.204 2.755 -0.898 0.57 0.25 0.25
C 1.349 -1.399 0.254 0.78 -0.70 0.35
H -1.846 1.669 0.059 0.44 -0.29 -0.20
H -2.339 0.072 -1.635 0.29 0.15 0.23
H -0.999 1.844 -3.585 -0.12 -0.24 0.20
H -1.822 0.301 -3.814 0.18 0.24 0.17
H 0.062 -0.937 -3.871 0.11 0.16 -0.01
H 0.718 0.568 -4.498 -0.02 -0.12 0.22
H 1.966 -0.806 -2.457 -0.38 0.33 0.23
H 2.408 1.078 -0.968 -0.21 -0.18 -0.17
H 0.690 2.712 -2.881 0.20 -0.13 0.22
H 1.764 3.263 -1.597 -0.23 -0.23 -0.12
H 0.187 2.921 0.118 -0.17 -0.05 -0.21
H -0.715 3.694 -1.169 0.11 -0.24 0.00
H 1.786 -0.645 0.931 -0.14 -0.20 -0.21
H 2.097 -1.717 -0.490 -0.08 -0.10 0.39
H 0.945 -2.235 0.848 0.41 0.33 -0.42
P 1.440 -1.108 -7.945 1.97 0.03 -2.14
P -1.929 -0.690 -7.617 -1.76 1.40 -1.40
N 2.837 -0.023 -8.069 0.13 0.76 0.60
N 2.137 -2.372 -9.018 -0.61 -0.65 0.34
N -2.139 1.054 -7.519 0.73 0.59 0.70
N -3.590 -1.023 -8.192 -0.05 -0.92 -0.09
C 0.408 -0.273 -9.249 -0.30 0.20 0.04
C -1.080 -0.683 -9.266 0.24 -0.44 -0.04
C 3.463 0.545 -6.946 0.46 0.25 -0.95
C 4.530 1.328 -7.369 -0.76 -0.66 -0.09
C 4.576 1.250 -8.799 -1.27 -0.73 0.20
C 3.507 0.453 -9.199 0.66 0.44 0.74
C 2.256 -3.708 -8.606 0.24 0.11 -1.19
C 2.701 -4.473 -9.679 -0.24 0.92 0.64
C 2.889 -3.584 -10.785 -0.55 0.82 0.79
C 2.510 -2.318 -10.363 0.04 -0.80 0.14
C -1.864 1.722 -6.321 -0.21 0.79 -0.94
C -1.908 3.092 -6.538 -0.07 -1.02 -0.12
C -2.230 3.284 -7.920 0.13 -1.11 -0.07
C -2.333 2.026 -8.501 0.16 0.53 0.60
C -4.415 -0.317 -9.076 -0.41 -0.90 0.02
C -5.506 -1.111 -9.414 1.21 0.21 0.67
C -5.352 -2.360 -8.727 0.89 0.44 0.26
C -4.172 -2.290 -8.000 -0.54 0.80 -0.65
H 0.825 -0.492 -10.245 -0.13 0.21 0.48
H 0.507 0.813 -9.082 -0.09 -0.32 0.06
H -1.608 -0.025 -9.973 0.02 -0.41 0.25
H -1.182 -1.720 -9.622 0.03 0.23 -0.06
H 3.073 0.348 -5.960 0.10 -0.05 0.00
H 5.199 1.903 -6.740 -0.14 -0.19 -0.03
H 5.297 1.708 -9.462 -0.14 0.03 0.09
H 3.171 0.216 -10.193 0.15 0.00 0.16
H 2.001 -3.986 -7.596 0.02 -0.01 -0.02
H 2.854 -5.541 -9.685 0.07 0.07 0.11
H 3.250 -3.828 -11.772 -0.07 -0.01 0.07
H 2.453 -1.401 -10.933 0.12 -0.35 0.12
H -1.670 1.149 -5.437 0.00 0.06 -0.11
H -1.711 3.856 -5.794 -0.14 -0.15 -0.16
H -2.369 4.227 -8.431 0.06 -0.15 0.04
H -2.521 1.747 -9.530 0.06 0.22 0.27
H -4.181 0.687 -9.386 -0.11 -0.17 0.11
H -6.306 -0.825 -10.079 0.02 0.01 0.09
H -6.029 -3.199 -8.775 0.11 0.03 0.08
H -3.686 -3.014 -7.366 -0.06 0.00 0.03
F 0.470 0.591 6.524 -0.12 -0.16 -0.62
C 0.113 0.247 5.271 -0.10 0.00 0.06
C -0.129 1.232 4.314 0.00 0.06 0.15
F 0.001 2.536 4.635 0.01 -0.56 -0.09
C -0.536 0.865 3.041 0.02 -0.28 -0.12
F -0.773 1.853 2.142 0.16 -0.33 0.50
C -0.728 -0.475 2.652 0.65 0.23 1.41
S -1.341 -0.879 1.116 -1.35 -0.46 -0.61
C -0.477 -1.449 3.655 -0.02 0.11 -0.50
F -0.654 -2.758 3.355 0.17 0.87 0.37
C -0.064 -1.098 4.936 -0.07 -0.19 0.18
F 0.136 -2.046 5.881 -0.07 0.54 -0.57